C7H15NO | wB97M-V/def2-TZVPD

The electronic energy is -405.6380 hartree. The HOMO energy is -7.901 eV. The charge is 0. Its SMILES is C=C(OC)N(C)C(C)C. As for the HOMO-LUMO gap: 8.8373 eV.

Each line ends with the Löwdin charge.
Geometry (Å):
C 0.383 0.363 -2.387  0.064
C -0.372 -0.011 -1.362  -0.370
O -1.884 0.144 -1.533  -0.166
C -2.358 1.294 -0.856  -0.128
N -0.122 -0.599 -0.171  -0.081
C -0.912 -1.703 0.364  -0.055
C 1.273 -0.140 0.503  -0.323
C 1.715 -1.116 1.581  -0.085
C 1.087 1.262 1.064  -0.069
H -0.084 0.792 -3.266  0.065
H 1.457 0.234 -2.389  0.053
H -2.269 1.182 0.233  0.076
H -1.818 2.200 -1.166  0.085
H -3.420 1.440 -1.089  0.084
H -0.284 -2.537 0.688  0.073
H -1.598 -2.112 -0.384  0.094
H -1.506 -1.357 1.213  0.084
H 2.049 -0.126 -0.267  0.119
H 2.674 -0.800 2.008  0.083
H 1.865 -2.121 1.176  0.077
H 0.992 -1.165 2.402  0.083
H 1.993 1.592 1.587  0.080
H 0.880 1.987 0.271  0.073
H 0.260 1.297 1.781  0.082

C7H15NO | wB97M-V/def2-TZVPD

The electronic energy is -405.3389 hartree. The HOMO energy (alpha / beta) is -7.180 / -7.175 eV. The charge is 0. As for the HOMO-LUMO gap (alpha / beta): 7.1345 / 7.1203 eV.

Each line ends with the Löwdin charge.
Geometry (Å):
C 2.846 0.388 0.475  -0.174
C 0.773 -1.265 0.347  -0.019
C 0.069 -1.516 -0.869  -0.074
O 1.764 0.006 -0.344  -0.299
H 1.380 -2.060 0.783  0.115
H 3.415 1.181 -0.018  0.082
H 3.531 -0.459 0.615  0.070
H 2.520 0.655 1.485  0.066
H 0.223 -1.570 -1.954  0.092
H -0.407 -2.496 -0.824  0.081
C -1.353 0.731 -1.906  -0.116
C -1.928 -0.502 1.073  -0.077
N -0.201 0.440 -1.037  -0.067
C -0.604 0.149 0.766  -0.325
C -0.239 1.209 1.515  -0.010
H 0.286 1.316 -0.857  0.103
H -1.042 1.098 -2.884  0.078
H -1.982 -0.139 -2.095  0.071
H -1.996 1.458 -1.408  0.075
H -2.771 0.148 0.803  0.083
H -2.009 -0.715 2.140  0.086
H -2.085 -1.452 0.565  0.064
H 0.645 1.799 1.300  0.040
H -0.837 1.596 2.330  0.056

C7H15NO | wB97M-V/def2-TZVPD

The electronic energy is -405.5915 hartree. The HOMO energy is -9.176 eV. The charge is 0. Its SMILES is CC(C)=NO.C=C(C)C. As for the HOMO-LUMO gap: 10.0492 eV.

Each line ends with the Löwdin charge.
Geometry (Å):
C -2.436 0.596 0.922  -0.030
C -1.871 -0.115 -0.260  -0.417
C -2.275 -1.509 -0.571  -0.056
N -1.038 0.402 -1.060  0.021
O -0.829 1.782 -0.938  -0.055
H -3.398 0.272 1.226  0.059
H -2.513 1.661 0.802  0.066
H -1.808 0.459 1.829  0.099
H -3.133 -1.926 0.027  0.084
H -2.841 -1.470 -1.582  0.113
H -1.460 -2.236 -0.502  0.072
H 0.109 1.907 -0.858  0.037
C 2.116 1.522 0.266  -0.014
C 2.036 0.251 0.086  -0.444
C 1.716 -0.573 1.296  -0.079
C 2.161 -0.505 -1.248  -0.042
H 2.336 2.092 -0.577  0.047
H 1.826 2.101 1.149  0.086
H 1.421 -0.044 2.196  0.067
H 2.482 -1.324 1.572  0.078
H 0.850 -1.274 0.859  0.111
H 1.153 -0.643 -1.529  0.037
H 2.758 0.103 -1.877  0.061
H 2.635 -1.528 -1.230  0.099

C7H15NO2 | wB97M-V/def2-TZVPD

The electronic energy is -480.8476 hartree. The HOMO energy is -8.213 eV. The charge is 0. As for the HOMO-LUMO gap: 8.1695 eV.

Each line ends with the Löwdin charge.
Geometry (Å):
C 1.293 0.866 -0.848  -0.111
C -1.493 1.281 -1.842  -0.034
C 2.350 -0.129 -1.184  -0.142
C -0.550 0.192 -1.379  -0.353
O -0.546 -0.924 -1.856  0.048
H 1.069 1.566 -1.649  0.060
H 1.434 1.463 0.044  0.081
H -1.393 2.164 -1.210  0.080
H -1.294 1.537 -2.885  0.092
H -2.517 0.910 -1.748  0.085
H 2.835 -0.513 -0.285  0.061
H 1.952 -0.963 -1.768  0.070
H 3.132 0.349 -1.787  0.076
C 0.952 -0.601 2.451  -0.089
C -2.104 -0.958 0.880  -0.004
N 0.361 -0.607 1.125  -0.066
C -0.943 0.024 0.961  -0.529
O -1.127 1.172 1.371  0.061
H 0.454 -1.476 0.609  0.118
H 0.951 0.422 2.832  0.084
H 0.407 -1.238 3.156  0.077
H 1.982 -0.959 2.382  0.078
H -2.356 -1.288 1.891  0.094
H -1.870 -1.836 0.275  0.078
H -2.977 -0.455 0.462  0.083

C7H15NO2 | wB97M-V/def2-TZVPD

The electronic energy is -480.9422 hartree. The HOMO energy is -9.133 eV. The charge is 0. Its SMILES is CC(=O)[C@H](N)C[C@H](C)CO. As for the HOMO-LUMO gap: 9.9088 eV.

Each line ends with the Löwdin charge.
Geometry (Å):
C -1.705 -2.054 -0.368  -0.007
C -1.664 -0.581 -0.693  -0.441
O -1.880 -0.158 -1.802  0.091
C -1.392 0.375 0.476  -0.347
N -2.342 1.478 0.494  0.050
C 0.016 0.970 0.315  -0.123
C 1.088 -0.012 -0.177  -0.349
C 1.634 -0.889 0.949  -0.059
C 2.211 0.777 -0.892  -0.234
O 2.397 2.087 -0.418  -0.062
H -1.151 -2.289 0.544  0.069
H -1.315 -2.631 -1.208  0.090
H -2.754 -2.339 -0.225  0.096
H -1.480 -0.161 1.426  0.139
H -2.326 1.943 -0.409  0.077
H -3.284 1.132 0.643  0.077
H -0.059 1.776 -0.414  0.123
H 0.313 1.414 1.263  0.124
H 0.650 -0.672 -0.931  0.123
H 2.324 -1.630 0.551  0.080
H 2.163 -0.286 1.687  0.082
H 0.826 -1.413 1.457  0.066
H 3.151 0.209 -0.839  0.118
H 1.949 0.904 -1.945  0.126
H 2.629 2.051 0.516  0.090

C7H15NO2S | wB97M-V/def2-TZVPD

The electronic energy is -879.0471 hartree. The HOMO energy is -9.188 eV. The charge is 0. As for the HOMO-LUMO gap: 9.5849 eV.

Each line ends with the Löwdin charge.
Geometry (Å):
C -0.726 4.374 1.948  -0.064
C 0.330 4.502 2.997  -0.270
N 1.237 4.635 3.692  0.112
H -1.682 4.828 2.210  0.083
H -1.009 3.322 1.919  0.071
H -0.266 4.505 0.969  0.062
C -1.337 -5.200 -0.093  -0.270
S 0.496 -5.085 -0.148  0.860
O 0.843 -5.094 -1.693  -0.592
C 0.596 -3.416 0.653  -0.270
H -1.676 -6.078 -0.644  0.052
H -1.928 -4.299 -0.261  0.056
H -1.428 -5.447 0.964  0.033
H 0.189 -2.685 -0.045  0.038
H 1.638 -3.187 0.873  0.040
H 0.166 -3.264 1.643  0.054
C 0.280 0.480 -1.548  -0.033
C -0.079 1.967 -1.395  -0.435
O -1.277 2.203 -1.043  0.006
C 1.008 2.995 -1.528  -0.021
H 0.678 0.250 -2.537  0.083
H -0.631 -0.098 -1.392  0.073
H 0.972 0.106 -0.795  0.076
H 1.303 3.059 -2.575  0.091
H 1.848 2.726 -0.887  0.095
H 0.454 3.901 -1.283  0.073

C7H15NO3 | wB97M-V/def2-TZVPD

The electronic energy is -556.0482 hartree. The HOMO energy is -10.791 eV. The charge is 0. Its SMILES is CC[C@@H](C)C[C@@H](C)O[N+](=O)[O-]. As for the HOMO-LUMO gap: 10.7482 eV.

Each line ends with the Löwdin charge.
Geometry (Å):
C 1.847 -2.274 6.664  -0.108
C 0.385 -2.301 6.235  -0.249
C 0.154 -2.770 4.805  -0.396
C 0.563 -4.223 4.615  -0.061
C -1.329 -2.506 4.436  -0.124
C -1.552 -2.410 2.933  -0.431
C -2.997 -2.326 2.585  -0.039
O -0.834 -1.231 2.569  0.014
N -0.193 -1.628 1.249  -0.330
O 0.954 -1.282 1.146  0.149
O -0.976 -2.191 0.495  0.100
H 1.902 -1.764 7.629  0.069
H 2.269 -3.276 6.794  0.067
H 2.477 -1.731 5.950  0.080
H -0.192 -2.934 6.920  0.119
H -0.026 -1.285 6.305  0.110
H 0.757 -2.149 4.121  0.136
H -0.049 -4.880 5.247  0.089
H 0.450 -4.534 3.570  0.075
H 1.616 -4.332 4.890  0.073
H -1.971 -3.287 4.871  0.131
H -1.632 -1.543 4.891  0.128
H -1.098 -3.276 2.446  0.139
H -3.587 -3.042 3.164  0.088
H -3.377 -1.325 2.809  0.098
H -3.126 -2.573 1.535  0.074

C7H15NO3P | wB97M-V/def2-TZVPD

The electronic energy is -897.4266 hartree. The HOMO energy is -4.084 eV. The charge is -1. As for the HOMO-LUMO gap: 7.4588 eV.

Each line ends with the Löwdin charge.
Geometry (Å):
C -0.395 2.670 0.377  0.040
C 0.953 0.151 0.750  -0.046
C 0.579 3.205 -0.696  -0.214
C -2.128 0.023 0.150  -0.127
C 0.488 -2.575 -1.064  -0.103
C -1.238 -0.818 1.011  -0.220
C 0.773 -2.174 0.359  -0.241
N 0.196 -0.874 0.652  -0.209
O 3.586 -0.840 0.941  -0.377
O 3.154 1.652 0.277  -0.238
O 2.590 -0.250 -1.307  -0.341
P 2.699 0.061 0.138  0.197
H 0.166 2.441 1.361  -0.043
H 0.070 3.244 -1.616  0.035
H 1.541 2.961 -0.640  -0.020
H 0.642 4.245 -0.431  0.065
H -1.506 0.845 -0.110  -0.013
H -2.323 -0.324 -0.882  0.084
H -3.019 0.245 0.598  0.039
H -0.287 -3.251 -1.179  0.021
H 0.175 -1.756 -1.729  0.080
H 1.297 -2.999 -1.732  0.097
H -1.754 -1.884 0.938  0.142
H -1.113 -0.339 2.085  0.150
H 1.810 -2.154 0.403  0.043
H 0.522 -3.005 1.132  0.149
H 2.581 1.993 1.019  0.049